Record 1
Below is a structure of composition C51H40Cl3HgN4P2Si, with properties calculated with ωB97M-V/def2-TZVPD.

Each line ends with the Mulliken charge.
Geometry (Å):
Hg1 -2.233 -1.247 0.922  2.3868
Cl1 -6.292 -1.087 4.314  -0.1154
Cl2 -4.013 -0.344 5.973  -0.1306
Cl3 -3.063 -2.790 3.015  -0.6801
P1 0.911 -2.643 0.167  1.3242
P2 -2.469 1.289 -1.102  0.8495
Si1 -2.148 -2.219 -1.392  0.5895
N1 -0.163 0.496 1.496  0.7008
N2 -3.480 0.512 2.443  -0.4389
N3 4.042 3.453 1.378  0.1564
N4 3.392 3.537 3.505  -0.6807
C1 -3.868 -2.696 -2.050  -1.5068
C2 -0.818 -0.634 -4.982  -1.0634
C3 -1.831 3.000 -1.157  0.1404
C4 -1.106 -1.429 -3.887  -0.3958
C5 -6.921 1.862 -2.194  -0.5579
C6 -6.544 1.098 -1.102  -0.6531
C7 -0.015 1.078 2.685  -1.1424
C8 -0.570 3.341 -1.644  -0.1265
C9 -1.380 -4.736 -2.511  -0.3245
C10 -4.609 2.329 -2.669  -0.2168
C11 3.131 3.047 2.324  -0.3236
C12 -1.821 0.493 -2.625  0.5888
C13 5.249 5.033 4.297  -0.7573
C14 -0.965 -3.717 -1.647  -0.3513
C15 0.888 -3.589 1.728  0.3504
C16 0.635 -5.988 -2.155  -0.8655
C17 -5.199 0.939 -0.799  -0.1644
C18 4.263 -2.036 -2.018  -0.6129
C19 2.960 -2.109 -1.559  -0.6730
C20 1.420 -2.956 2.856  -0.6719
C21 2.008 2.165 2.024  1.2246
C22 1.343 -3.560 4.099  -0.7234
C23 -0.829 5.593 -0.841  -0.6232
C24 4.528 4.298 3.357  0.5305
C25 0.751 0.748 0.566  -1.0369
C26 1.041 1.916 2.994  -0.6585
C27 5.041 -2.934 0.070  -0.6422
C28 1.082 -4.995 -1.303  -0.0559
C29 -1.545 1.280 -3.748  -0.5502
C30 0.295 -3.877 -1.028  -0.1838
C31 3.732 -3.027 0.529  -0.2213
C32 -1.047 0.729 -4.914  -0.9474
C33 -4.697 -0.516 4.421  0.4994
C34 6.783 5.659 2.522  -0.4218
C35 -5.952 2.481 -2.973  -0.6531
C36 0.161 -5.407 3.126  -0.6289
C37 5.307 -2.450 -1.200  -0.5389
C38 0.241 -4.812 1.876  -0.5428
C39 -0.603 -5.854 -2.757  -0.8189
C40 -1.608 -0.905 -2.691  0.1924
C41 4.954 4.258 2.014  0.6853
C42 6.084 4.938 1.575  -1.0216
C43 6.373 5.705 3.862  -0.4640
C44 2.684 -2.623 -0.289  0.1275
C45 1.849 1.557 0.781  -0.5379
C46 -2.076 5.259 -0.334  -0.5744
C47 -4.222 1.550 -1.580  0.3765
C48 0.713 -4.788 4.234  -0.5756
C49 -2.570 3.973 -0.478  -1.1064
C50 -0.077 4.629 -1.495  -0.7804
C51 -4.051 0.062 3.349  0.0918
H1 4.046 3.215 0.403  0.1406
H2 1.135 2.368 3.970  0.5362
H3 -0.937 -2.499 -3.955  0.3552
H4 6.328 -2.390 -1.554  0.3762
H5 6.404 4.903 0.541  0.3841
H6 -0.445 6.598 -0.724  0.3962
H7 -0.841 1.366 -5.765  0.4159
H8 3.530 -3.419 1.516  0.4588
H9 2.134 -1.780 -2.184  0.3679
H10 4.928 5.068 5.329  0.4368
H11 -7.295 0.622 -0.484  0.4332
H12 -0.966 -6.633 -3.416  0.4065
H13 -7.968 1.982 -2.441  0.3797
H14 5.854 -3.249 0.712  0.4259
H15 -0.359 -6.350 3.238  0.3907
H16 -0.214 -5.297 1.023  0.2735
H17 -0.428 -1.078 -5.889  0.4363
H18 -6.243 3.082 -3.825  0.4270
H19 2.564 1.696 -0.019  0.3263
H20 -4.600 -1.942 -1.757  0.2520
H21 1.890 -1.984 2.749  0.5481
H22 -2.343 -4.649 -3.001  0.3808
H23 0.631 -5.247 5.211  0.3801
H24 -3.529 3.709 -0.048  0.4038
H25 0.589 0.284 -0.401  0.5089
H26 2.048 -5.092 -0.822  0.4526
H27 6.954 6.287 4.565  0.3816
H28 1.246 -6.864 -2.335  0.4174
H29 0.032 2.600 -2.152  0.5120
H30 4.464 -1.666 -3.016  0.4343
H31 -3.863 2.827 -3.273  0.2167
H32 -4.905 0.354 0.064  0.3276
H33 -2.665 6.006 0.182  0.4244
H34 7.668 6.206 2.225  0.3846
H35 -1.724 2.346 -3.710  0.3541
H36 0.894 4.878 -1.904  0.4385
H37 -4.196 -3.662 -1.666  0.4452
H38 1.754 -3.059 4.966  0.4090
H39 -3.854 -2.729 -3.141  0.4046
H40 -0.789 0.859 3.412  0.5024

* max |F|: 1.1 eV/Å
* 2S+1: 2
* Kohn-Sham gap (spin up / spin down): 7.3 / 5.8 eV
* E_tot: -127695.060 eV
* ΔE to the lowest compared entry with this formula, charge and spin: 0.0 kcal per mole

***

Record 2
Below is a structure of composition C51H41BrN5O4PmSb2, with properties calculated with ωB97M-V/def2-TZVPD.

Each line ends with the Mulliken charge.
Geometry (Å):
Pm1 -0.783 1.022 -0.403  0.6509
Sb1 0.542 -0.541 2.632  0.0282
Sb2 1.704 -1.344 -1.233  0.8282
Br1 -3.070 -1.029 -3.321  -0.0537
O1 -1.406 5.459 0.160  -0.8018
O2 -5.199 0.490 0.225  -0.7728
O3 1.285 3.497 -2.923  -0.7229
O4 0.969 1.731 -1.582  -0.0801
N1 -1.211 1.005 -3.075  0.3812
N2 -2.014 -1.153 0.107  1.3470
N3 -1.604 3.227 -0.394  0.3010
N4 0.658 2.716 1.134  0.7115
N5 -3.189 1.147 -0.768  0.4744
C1 2.549 0.717 4.640  -0.3072
C2 -1.983 2.482 -5.270  -0.7312
C3 1.218 0.576 4.288  1.1184
C4 -4.003 0.330 -0.095  -0.1377
C5 0.218 1.284 4.960  -1.1146
C6 2.927 1.566 5.679  -0.6200
C7 -2.611 1.270 -4.978  -0.5989
C8 -3.363 4.736 -1.415  -0.9764
C9 -4.640 4.846 -1.921  -0.7611
C10 1.069 -5.615 -1.925  -0.7731
C11 -3.336 -0.991 0.224  0.3521
C12 -2.853 3.492 -1.013  0.6460
C13 2.055 4.858 2.248  -0.8189
C14 2.421 -1.593 2.024  -1.3046
C15 -0.183 -2.264 3.655  0.7709
C16 2.659 0.778 -4.924  -0.4347
C17 2.176 -0.845 -3.238  0.8142
C18 0.178 3.971 1.035  0.3265
C19 -1.516 -2.394 0.355  -1.0892
C20 -3.704 2.392 -1.200  -0.2383
C21 0.677 -3.156 4.313  -0.3021
C22 -4.201 -2.014 0.575  -0.5813
C23 -5.455 3.746 -2.111  -0.7560
C24 -4.959 2.501 -1.836  -0.4626
C25 2.717 0.357 -3.618  -0.5784
C26 2.303 -6.095 -2.366  -0.5137
C27 1.934 2.208 6.389  -0.4937
C28 3.224 -3.874 -2.096  -0.1553
C29 2.015 -3.420 -1.614  0.0727
C30 2.108 -0.040 -5.907  -0.6812
C31 -2.313 -3.495 0.670  -1.0065
C32 -0.884 2.878 -4.524  -0.8252
C33 1.668 -1.701 -4.196  -0.7525
C34 0.603 2.024 6.058  -0.6476
C35 -2.226 0.603 -3.802  -0.2142
C36 -0.524 2.087 -3.466  1.1720
C37 -1.013 4.271 0.157  0.4543
C38 3.487 -0.582 -0.123  -1.0402
C39 -1.533 -2.433 3.780  -0.4512
C40 0.861 5.056 1.566  -0.4787
C41 3.667 -1.080 1.301  -0.9780
C42 1.643 -1.296 -5.546  -0.7827
C43 -2.068 -3.499 4.519  -0.6488
C44 0.162 -4.254 5.013  -0.7525
C45 3.388 -5.210 -2.445  -0.8010
C46 0.923 -4.268 -1.599  -0.1549
C47 1.828 2.548 1.725  -0.6015
C48 -3.700 -3.294 0.776  -0.9119
C49 -1.214 -4.392 5.130  -0.5500
C50 2.571 3.590 2.281  -1.4023
C51 0.686 2.504 -2.633  -0.0883
H1 2.218 1.520 1.721  1.0266
H2 -4.385 -4.046 1.087  0.5193
H3 4.313 -5.591 -2.860  0.4155
H4 -6.488 3.828 -2.443  0.3998
H5 -0.161 2.555 6.631  0.3579
H6 -0.336 3.788 -4.726  0.5526
H7 1.270 -2.666 -3.933  0.4775
H8 2.189 2.856 7.229  0.3992
H9 -3.430 0.947 -5.592  0.5062
H10 -2.207 -1.713 3.322  0.3196
H11 -5.239 -1.754 0.705  0.6209
H12 3.093 1.010 -2.822  0.2539
H13 -1.651 -5.211 5.684  0.3842
H14 -5.538 1.563 -1.926  0.3651
H15 0.860 -4.950 5.424  0.4611
H16 4.393 -1.875 1.277  0.5671
H17 3.055 1.736 -5.159  0.4921
H18 4.115 -3.210 -2.215  0.2810
H19 1.254 -1.951 -6.295  0.4566
H20 3.276 0.482 -0.176  0.3914
H21 -1.900 -4.477 0.832  0.5941
H22 -0.792 1.252 4.640  0.4953
H23 3.995 1.656 5.940  0.4100
H24 2.039 -2.450 1.492  1.1855
H25 0.422 6.034 1.469  0.5556
H26 1.769 -3.008 4.331  0.2243
H27 -3.132 -3.555 4.704  0.4674
H28 3.450 3.293 2.835  0.5359
H29 -2.798 5.630 -1.285  0.5875
H30 4.412 -0.766 -0.725  0.5197
H31 -0.025 -3.852 -1.302  0.4563
H32 2.402 -7.139 -2.663  0.3760
H33 -5.038 5.835 -2.207  0.3308
H34 2.119 0.216 -6.966  0.3826
H35 3.261 0.158 4.080  0.3075
H36 -2.296 3.069 -6.102  0.5415
H37 2.737 -2.037 2.971  0.3618
H38 0.206 -6.243 -1.941  0.4492
H39 -0.442 -2.446 0.341  0.7382
H40 2.539 5.697 2.724  0.4199
H41 4.132 -0.277 1.836  0.3135

* max |F|: 2.5 eV/Å
* 2S+1: 5
* Kohn-Sham gap (spin up / spin down): 7.0 / 7.0 eV
* E_tot: -168868.255 eV
* ΔE to the lowest compared entry with this formula, charge and spin: 9.4 kcal per mole